Density functional theory data (ωB97M-V/def2-TZVPD) for a cluster of 2 separate species, C4H11BrP in total in a non-equilibrium geometry.

Output
- E_LUMO (spin up / spin down): -0.21552 / -0.18242 hartree
- E_HOMO (spin up / spin down): -14.2 / -13.8 eV
- Max |F|: 0.0663 Eh/bohr
- Energy above the lowest of the compared OMol25 structures with the same formula, charge and spin: 108.1 kcal per mole
- E_tot: -3073.9441 a.u.
- Total charge: +1
- Gap between HOMO and LUMO (spin up / spin down): 8.38 / 8.80 eV

Atoms and positions in Å:
Br1 -2.65 1.52 -0.41
P1 0.09 0.10 0.00
C1 1.63 0.26 0.93
C2 -0.57 -1.49 0.31
C3 0.30 0.16 -1.90
C4 -1.02 1.31 0.64
H1 2.21 1.06 0.40
H2 -1.07 -1.96 -0.50
H3 2.25 -0.57 0.67
H4 -1.40 -1.37 0.99
H5 -0.13 -0.79 -2.14
H6 0.24 -2.04 0.73
H7 -0.73 2.42 0.90
H8 -0.14 1.07 -2.36
H9 1.35 0.53 1.91
H10 -1.61 -0.33 2.12
H11 1.26 0.15 -2.30